C19H12BrN4O5OsSe as an isolated structure in a non-equilibrium geometry. Source: OMol25; level of theory: the ωB97M-V functional and the def2-TZVPD basis.

Computed properties:
ΔE to the lowest compared entry with this formula, charge and spin ... 0.0 kcal/mol
Gap between HOMO and LUMO (alpha / beta) ... 6.88 / 6.10 eV
⟨S²⟩ ... 6.087
2S+1 ... 5
HOMO energy (alpha / beta) ... -4.49 / -4.68 eV
Total energy ... -6392.51320 Eh
Total charge ... -1

Geometry as XYZ:
```
43
C19H12BrN4O5OsSe | OMol25 | the ωB97M-V functional and the def2-TZVPD basis
Os 0.19 0.20 0.05
Se -0.78 -4.81 2.04
N -0.62 -3.75 3.43
C -0.31 -2.45 3.34
C -0.18 -1.65 4.49
C 0.14 -0.31 4.37
C 0.31 0.27 3.13
N 0.18 -0.45 2.00
C -0.08 -1.78 2.09
N -0.12 -2.47 0.94
H -0.35 -2.11 5.46
H 0.26 0.30 5.25
H 0.53 1.32 3.02
C 0.02 -1.76 -0.18
C 0.11 -2.58 -1.41
C 1.02 -3.65 -1.46
C 1.10 -4.45 -2.58
C 0.26 -4.21 -3.67
C -0.64 -3.16 -3.62
C -0.70 -2.34 -2.51
H 1.65 -3.83 -0.60
H 1.81 -5.27 -2.62
H 0.32 -4.84 -4.55
H -1.29 -2.97 -4.47
H -1.40 -1.51 -2.46
O -1.63 1.97 -2.99
N -1.24 1.33 -2.02
O -0.03 0.90 -1.97
O -1.96 1.06 -1.04
Br 5.82 5.67 0.53
C 3.96 5.38 0.26
C 3.14 6.47 -0.03
C 1.79 6.25 -0.22
C 1.25 4.98 -0.12
C 2.09 3.90 0.16
C 3.45 4.10 0.34
C 1.52 2.51 0.26
O 2.28 1.53 0.05
O 0.30 2.39 0.56
H 3.56 7.46 -0.10
H 1.14 7.09 -0.46
H 0.20 4.80 -0.26
H 4.09 3.25 0.54
```



C19H13Br2N5OS in the gas phase in a non-equilibrium geometry. Source: OMol25; level of theory: the ωB97M-V functional and the def2-TZVPD basis.

Computed properties:
ΔE to the lowest compared entry with this formula, charge and spin ... 4.3 kcal/mol
Gap between HOMO and LUMO ... 7.98 eV
SMILES ... Nc1c2cnnc-2nc(SCC(=O)c2ccc(Br)cc2)n1-c1ccc(Br)cc1
2S+1 ... 1
HOMO energy ... -8.44 eV
Total energy ... -6627.03476 Eh

Geometry as XYZ:
```
41
C19H13Br2N5OS | OMol25 | the ωB97M-V functional and the def2-TZVPD basis
N 2.17 -0.27 2.64
C 0.89 -0.42 2.09
C 0.33 -1.64 2.07
C 0.59 -2.97 2.54
N -0.39 -3.74 2.24
N -1.34 -3.04 1.54
C -0.95 -1.78 1.44
N -1.60 -0.72 0.83
C -1.02 0.47 0.92
S -1.90 1.78 0.10
C -2.46 0.98 -1.50
C -1.28 0.48 -2.33
O -0.43 1.31 -2.60
C -1.15 -0.93 -2.77
C -2.13 -1.92 -2.62
C -1.87 -3.25 -3.01
C -0.65 -3.60 -3.56
Br -0.33 -5.43 -4.06
C 0.34 -2.61 -3.75
C 0.05 -1.34 -3.36
N 0.24 0.65 1.54
C 0.75 1.96 1.64
C 0.78 2.62 2.89
C 1.34 3.93 3.00
C 1.89 4.59 1.86
Br 2.65 6.34 1.90
C 1.90 3.89 0.66
C 1.31 2.62 0.52
H 2.69 -1.13 2.78
H 2.66 0.60 2.38
H 1.49 -3.31 3.04
H -2.98 1.73 -2.07
H -3.16 0.18 -1.29
H -3.09 -1.71 -2.20
H -2.62 -4.01 -2.89
H 1.29 -2.85 -4.19
H 0.89 -0.65 -3.44
H 0.28 2.17 3.77
H 1.33 4.43 3.96
H 2.26 4.40 -0.24
H 1.24 2.16 -0.45
```



C19H13BrN2O3 in the gas phase in a non-equilibrium geometry. Source: OMol25; level of theory: the ωB97M-V functional and the def2-TZVPD basis.

Computed properties:
ΔE to the lowest compared entry with this formula, charge and spin ... 26.7 kcal/mol
Gap between HOMO and LUMO ... 7.38 eV
SMILES ... CC1=NC2=C(C(=O)c3ccccc32)[C@H](c2cccc(Br)c2)[C@@H]1[N+](=O)[O-]
2S+1 ... 1
HOMO energy ... -8.75 eV
Total energy ... -3640.95165 Eh

Geometry as XYZ:
```
38
C19H13BrN2O3 | OMol25 | the ωB97M-V functional and the def2-TZVPD basis
C -1.76 2.12 2.61
C -0.85 1.63 1.50
N -1.36 1.71 0.29
C -0.58 1.24 -0.76
C 0.61 0.60 -0.62
C 1.12 0.26 -1.93
O 2.20 -0.23 -2.14
C 0.12 0.69 -2.88
C -0.01 0.63 -4.28
C -1.13 1.09 -4.99
C -2.22 1.60 -4.24
C -2.08 1.64 -2.82
C -0.91 1.26 -2.18
C 1.20 0.28 0.72
C 1.09 -1.24 1.02
C -0.12 -1.96 0.91
C -0.13 -3.33 1.23
C 1.01 -3.96 1.64
C 2.23 -3.26 1.80
Br 3.73 -4.05 2.73
C 2.28 -1.93 1.42
C 0.57 1.18 1.81
N 0.66 0.61 3.17
O -0.16 -0.21 3.56
O 1.59 0.98 3.85
H -2.49 1.37 2.93
H -2.31 2.99 2.21
H -1.18 2.43 3.52
H 0.73 0.15 -4.86
H -1.22 0.89 -6.08
H -3.17 1.88 -4.65
H -2.88 2.03 -2.19
H 2.26 0.52 0.65
H -1.08 -1.52 0.64
H -1.06 -3.88 1.17
H 1.07 -5.01 1.97
H 3.14 -1.34 1.46
H 1.10 2.15 1.82
```



C19H13Cl2F3PrS3 as an isolated structure in a non-equilibrium geometry. Source: OMol25; level of theory: the ωB97M-V functional and the def2-TZVPD basis.

Computed properties:
ΔE to the lowest compared entry with this formula, charge and spin ... 699.0 kcal/mol
Gap between HOMO and LUMO (alpha / beta) ... 4.55 / 4.57 eV
⟨S²⟩ ... 2.005
2S+1 ... 3
HOMO energy (alpha / beta) ... -3.49 / -3.50 eV
Total energy ... -3662.32646 Eh
Total charge ... -1

Geometry as XYZ:
```
41
C19H13Cl2F3PrS3 | OMol25 | the ωB97M-V functional and the def2-TZVPD basis
Pr -1.16 0.83 0.87
C -5.53 -1.14 3.73
C -4.31 -1.06 2.55
S -3.74 0.78 2.63
C -3.47 -2.00 2.27
C -4.34 -3.33 2.87
S -2.13 -2.16 1.28
H -5.49 0.24 4.04
H -5.28 -1.75 4.39
H -6.57 -1.46 3.11
H -5.06 -2.97 3.29
H -3.77 -4.51 2.76
H -4.43 -3.68 1.64
Cl -2.03 3.44 1.98
C -0.20 4.54 1.36
C -0.69 6.07 1.42
C 0.09 7.10 1.37
C 1.20 6.71 0.33
C 1.10 5.21 0.14
Cl 2.24 4.95 -0.84
C 0.60 4.06 0.32
S 0.59 2.61 -0.36
H -1.87 6.39 2.14
H 0.30 8.11 1.72
H 2.09 7.52 0.05
F 4.36 -5.08 -5.46
C 4.85 -4.03 -4.26
F 5.97 -4.50 -3.34
F 5.27 -3.15 -5.11
C 4.02 -3.29 -3.21
C 3.15 -3.88 -2.57
C 2.41 -3.34 -1.82
C 1.82 -2.17 -1.81
C 2.80 -1.06 -2.51
C 3.91 -1.79 -3.22
C 1.04 -1.25 -0.72
C 0.24 -0.54 0.16
H 2.90 -4.91 -2.44
H 1.96 -3.82 -1.18
H 2.69 -0.20 -3.03
H 4.46 -1.47 -4.53
```